[1]
DFT (the ωB97M-V functional and the def2-TZVPD basis) results for C35H30Cl3F6GeMnN3OP2Se as an isolated structure in a non-equilibrium geometry.

Cartesian coordinates (Å):
Se 0.705 -2.326 -0.818
Ge 4.217 -0.327 -1.612
Mn 0.377 0.606 -0.481
Cl 3.108 -0.874 -3.338
Cl 2.735 0.023 0.077
Cl 5.445 -1.864 -0.854
P -1.126 -1.906 1.857
P -1.474 0.809 1.087
F 0.887 1.639 -2.579
F 2.871 2.442 -2.241
F 2.876 4.910 -0.896
F 1.661 4.696 0.886
F 1.447 3.574 -3.379
F 3.001 3.109 0.310
O 0.419 2.445 -0.232
N -0.362 -0.804 -1.450
N -2.232 -0.628 1.394
N 0.120 -3.219 -2.118
C 0.095 2.569 4.991
C -1.969 -3.327 1.092
C 2.166 4.046 -0.162
C -3.535 1.368 -0.637
C -2.072 -5.726 0.835
C -0.565 -1.499 4.501
C -0.835 1.569 2.577
C -2.937 -3.193 0.100
C 0.522 1.511 2.882
C -1.261 2.626 4.695
C 1.024 3.433 -1.003
C -2.631 1.902 0.289
C -0.987 -1.301 -2.479
C -1.899 -0.549 -3.301
C -2.597 3.275 0.521
C -3.044 -5.583 -0.148
C -2.482 -1.157 -4.364
C -3.486 4.104 -0.146
C -0.724 -2.681 -2.873
C -2.691 -2.959 5.522
C -3.577 -0.589 2.026
C -1.541 -4.607 1.455
C -4.409 2.203 -1.308
C -2.507 -2.876 4.153
C 0.002 4.513 -1.346
C -1.730 2.136 3.488
C -1.818 -2.302 6.382
C -1.446 -2.138 3.626
C -1.369 -3.278 -4.007
C 1.585 2.808 -2.317
C -2.228 -2.536 -4.729
C -4.386 3.572 -1.058
C -0.753 -1.574 5.873
C 0.988 2.014 4.085
C -3.479 -4.317 -0.511
H 2.045 1.976 4.312
H 1.234 1.073 2.191
H -0.063 -1.077 6.542
H -3.187 -3.404 3.494
H -3.979 -1.599 2.028
H 0.447 5.323 -1.921
H 0.456 2.964 5.931
H -5.080 4.223 -1.573
H -1.134 -4.308 -4.233
H -1.953 3.063 5.402
H -2.093 0.486 -3.060
H -2.730 -2.951 -5.591
H -4.250 0.048 1.458
H -3.473 -6.459 -0.616
H -3.512 -3.537 5.923
H -3.573 0.298 -0.808
H -0.799 -4.737 2.236
H -3.166 -0.584 -4.977
H -2.787 2.201 3.260
H 0.277 -0.942 4.108
H -0.398 4.911 -0.418
H -5.120 1.793 -2.012
H -1.886 3.697 1.219
H -3.513 -0.239 3.058
H -1.739 -6.711 1.131
H -4.250 -4.202 -1.262
H -0.811 4.072 -1.921
H -3.290 -2.209 -0.183
H -3.475 5.169 0.045
H -1.962 -2.373 7.452

Total energy: -9882.6673 Ha
Net charge: +2
⟨S²⟩: 9.048
2S+1: 6



[2]
DFT (the ωB97M-V functional and the def2-TZVPD basis) results for a 2-piece molecular cluster, C2H4Cl3OP overall in a non-equilibrium geometry.

Cartesian coordinates (Å):
Cl -0.102 -2.249 -0.005
Cl 2.711 -0.444 -0.956
Cl 1.372 2.165 -0.236
P 1.381 0.253 0.295
O 1.750 -0.050 1.678
C -1.436 0.142 0.314
C -0.265 -0.507 -0.228
H -2.318 -0.146 -0.352
H 0.102 -0.380 -1.937
H -1.881 -0.011 1.318
H -1.315 1.228 0.109

Total energy: -1875.7565 Ha



[3]
DFT (the ωB97M-V functional and the def2-TZVPD basis) results for C40H51N5O2P2RuSi2 as an isolated structure.

Cartesian coordinates (Å):
Ru -0.085 -1.045 -0.609
P 1.630 1.094 -0.828
P -1.805 1.092 -1.055
Si -3.406 -1.501 -0.225
Si 3.470 -1.221 -1.363
O 0.260 -1.168 6.875
O 0.357 -3.198 -0.829
N -2.098 -0.501 -0.876
N 0.364 -5.358 -0.136
N 0.698 1.023 6.533
N -0.027 -1.086 1.822
N 1.899 -0.520 -0.918
C -2.412 1.777 -2.598
C 1.992 1.672 0.839
C 0.629 -6.327 0.916
C 0.335 0.273 2.171
C -5.040 -1.258 -1.122
C 1.771 2.003 -3.356
C -3.649 3.642 2.266
C -2.277 3.699 2.064
C 1.822 0.613 1.889
C 3.622 2.737 -1.978
C 2.403 3.378 2.540
C -3.863 2.086 0.450
C -2.847 -3.278 -0.533
C 2.200 2.956 1.156
C 3.791 -0.985 -3.199
C 4.750 -0.309 -0.308
C 3.495 -3.046 -0.925
C 0.596 -4.074 0.030
C 4.202 3.321 -3.093
C -1.690 2.952 1.054
C -3.414 2.910 -4.908
C 2.406 2.072 -2.111
C -3.912 1.693 -4.467
C 0.503 0.683 3.657
C -3.583 -1.090 1.616
C 0.272 -0.432 4.626
C -0.218 -1.925 2.763
C -2.407 3.559 -4.201
C 2.361 2.584 -4.464
C 1.994 1.069 3.369
C -2.482 2.125 0.262
C 0.411 -0.234 6.119
C 3.581 3.235 -4.333
C -0.079 -1.643 4.185
C -4.444 2.850 1.447
C -3.405 1.115 -3.313
C -0.086 0.944 -0.978
C -0.211 -5.882 -1.368
C -1.907 3.000 -3.038
C 2.342 2.513 3.554
H -4.105 4.230 3.051
H 4.119 2.801 -1.018
H 1.081 -5.839 1.777
H -0.259 -2.436 4.899
H -2.019 4.502 -4.560
H 2.651 4.416 2.717
H 2.910 -1.224 -3.797
H -3.809 3.358 -5.810
H -5.517 2.838 1.578
H 4.053 3.675 -5.201
H -0.625 3.028 0.865
H -0.349 0.927 1.639
H -1.188 -6.323 -1.164
H 0.817 1.493 -3.440
H -1.130 3.504 -2.474
H 1.874 2.526 -5.428
H 2.691 0.444 3.930
H 4.599 -1.651 -3.510
H -2.173 -3.322 -1.388
H 3.239 -3.238 0.119
H 4.514 -3.406 -1.086
H 4.417 0.691 -0.028
H -5.015 -1.655 -2.138
H -3.519 -1.993 2.228
H 5.142 3.847 -2.995
H -2.809 -0.397 1.946
H -4.473 1.459 -0.191
H 0.444 -6.653 -1.773
H -4.553 -0.636 1.825
H 1.307 -7.098 0.549
H -0.494 -2.938 2.481
H 4.970 -0.852 0.613
H -0.320 -5.085 -2.095
H 2.563 2.840 4.565
H -5.805 -1.813 -0.573
H 0.754 1.182 7.526
H -0.300 -6.807 1.223
H -4.693 1.195 -5.025
H 2.835 -3.627 -1.569
H -0.120 1.545 3.910
H 5.687 -0.203 -0.859
H 2.260 3.711 0.378
H 2.394 -0.279 1.632
H -5.363 -0.216 -1.167
H -2.344 -3.711 0.335
H -3.713 -3.903 -0.755
H 1.066 -3.818 0.986
H -1.663 4.336 2.688
H 4.097 0.037 -3.429
H 0.821 1.801 5.915
H -3.758 0.151 -2.972

Total energy: -3335.2517 Ha
Net charge: +2
⟨S²⟩: 6.022
2S+1: 5



[4]
DFT (the ωB97M-V functional and the def2-TZVPD basis) results for one molecule with the formula C2H4N4.

Cartesian coordinates (Å):
N 1.364 0.110 0.829
N -1.517 -0.249 -1.355
N -0.699 0.937 0.177
N -1.745 0.809 -0.629
C -0.316 -0.791 -1.003
C 0.236 -0.017 -0.003
H -0.546 1.665 0.855
H 2.245 0.315 0.383
H 0.055 -1.682 -1.487
H 1.459 -0.571 1.567

Total energy: -297.5999 Ha
SMILES: Nc1cnn[nH]1



[5]
DFT (the ωB97M-V functional and the def2-TZVPD basis) results for one molecule with the formula C14H13NO3S.

Cartesian coordinates (Å):
S 5.143 -0.777 0.383
O 0.015 2.141 -0.850
O 1.054 0.163 -1.010
O -1.423 -2.062 -1.299
N -1.934 0.100 -0.750
C -1.175 -0.879 -1.291
C -5.546 -0.079 1.343
C 0.927 1.402 -0.557
C 3.055 0.700 0.573
C 2.836 -0.415 1.424
C -4.895 1.127 1.140
C 4.261 0.630 -0.052
C 0.104 -0.326 -1.956
C -3.796 -1.224 0.151
C 3.872 -1.288 1.421
C 2.057 1.795 0.372
C -4.992 -1.247 0.847
C -3.701 1.164 0.447
C -3.144 -0.012 -0.053
H 1.604 2.086 1.324
H 3.973 -2.206 1.965
H 4.688 1.327 -0.745
H -6.479 -0.107 1.884
H -5.319 2.044 1.523
H -5.494 -2.190 1.002
H 0.604 -1.145 -2.474
H -3.368 -2.133 -0.234
H -1.582 1.052 -0.831
H -0.162 0.472 -2.659
H -3.190 2.103 0.287
H 1.941 -0.551 2.004
H 2.531 2.684 -0.051

Total energy: -1219.9820 Ha
SMILES: O=C(COC(=O)Cc1ccsc1)Nc1ccccc1



[6]
DFT (the ωB97M-V functional and the def2-TZVPD basis) results for one molecule with the formula C4H9NO2S in a non-equilibrium geometry.

Cartesian coordinates (Å):
S -2.457 0.074 -0.272
O -2.299 -1.298 -0.636
O -3.529 0.440 0.639
N -1.872 1.012 -1.297
C -0.793 0.205 1.217
C 0.684 -1.585 0.304
C 0.233 -0.170 0.399
C 1.076 0.772 -0.415
H 1.003 0.886 -1.562
H -2.194 1.945 -1.123
H 2.029 0.396 -0.176
H 1.098 -1.935 1.338
H 0.867 1.703 0.045
H -1.176 1.153 1.391
H -0.119 -2.136 -0.202
H 1.525 -1.529 -0.240
H -1.129 -0.704 1.680

Total energy: -761.1023 Ha



> Which of these has the lowest total energy?

C35H30Cl3F6GeMnN3OP2Se



> Look up the total energy of the third one.

-3335.2517 Ha



Copy entry 5 word for word.
DFT (the ωB97M-V functional and the def2-TZVPD basis) results for one molecule with the formula C14H13NO3S.

Cartesian coordinates (Å):
S 5.143 -0.777 0.383
O 0.015 2.141 -0.850
O 1.054 0.163 -1.010
O -1.423 -2.062 -1.299
N -1.934 0.100 -0.750
C -1.175 -0.879 -1.291
C -5.546 -0.079 1.343
C 0.927 1.402 -0.557
C 3.055 0.700 0.573
C 2.836 -0.415 1.424
C -4.895 1.127 1.140
C 4.261 0.630 -0.052
C 0.104 -0.326 -1.956
C -3.796 -1.224 0.151
C 3.872 -1.288 1.421
C 2.057 1.795 0.372
C -4.992 -1.247 0.847
C -3.701 1.164 0.447
C -3.144 -0.012 -0.053
H 1.604 2.086 1.324
H 3.973 -2.206 1.965
H 4.688 1.327 -0.745
H -6.479 -0.107 1.884
H -5.319 2.044 1.523
H -5.494 -2.190 1.002
H 0.604 -1.145 -2.474
H -3.368 -2.133 -0.234
H -1.582 1.052 -0.831
H -0.162 0.472 -2.659
H -3.190 2.103 0.287
H 1.941 -0.551 2.004
H 2.531 2.684 -0.051

Total energy: -1219.9820 Ha
SMILES: O=C(COC(=O)Cc1ccsc1)Nc1ccccc1



> The highest total energy belongs to which entry?

C2H4N4